(1)
{"formula": "C4H7NO", "method": "wB97M-V/def2-TZVPD", "orbital_gap_ev": 7.29, "lumo_ev": -0.236, "relative_energy_ev": 5.6629, "species": ["C", "N", "C", "C", "C", "O", "H", "H", "H", "H", "H", "H", "H"], "coordinates": [[-0.441303, 1.126013, 1.287167], [-0.618572, 0.087990, -0.059148], [-0.067925, -0.748885, 0.855329], [0.042858, 0.267882, -1.230193], [0.677992, -0.899199, -1.795566], [1.246269, -0.992925, -2.875106], [-0.701764, 0.782773, 2.294744], [-1.185272, 1.863303, 0.991072], [0.563857, 1.546543, 1.277132], [0.954563, -1.098218, 0.728954], [-0.725904, -1.199342, 1.587214], [-0.256862, 1.084830, -1.882939], [0.512064, -1.820764, -1.178660]], "atomic_forces_ev_per_a": [[-0.04, 0.54, 0.08], [0.16, -0.36, 0.32], [-0.06, -0.30, -0.16], [0.00, -0.07, -0.07], [0.06, 0.17, -0.19], [-0.22, 0.16, 0.47], [-0.04, 0.02, -0.34], [0.15, 0.06, -0.10], [-0.14, -0.11, -0.11], [-0.04, -0.15, 0.02], [0.14, 0.06, -0.03], [0.02, -0.12, 0.24], [0.02, 0.10, -0.14]], "nbo_charge": [-0.40, -0.31, -0.13, -0.28, 0.33, -0.58, 0.23, 0.23, 0.22, 0.20, 0.20, 0.21, 0.09]}

---

(2)
{"formula": "C4H7NO", "method": "wB97M-V/def2-TZVPD", "orbital_gap_ev": 9.98, "lumo_ev": 0.827, "relative_energy_ev": 4.8570, "species": ["C", "C", "C", "N", "C", "O", "H", "H", "H", "H", "H", "H", "H"], "coordinates": [[-1.719563, -0.120694, 0.516257], [-0.452696, -0.737273, 0.067806], [0.243496, -0.295201, -1.219066], [0.696978, 0.034105, 0.085010], [1.735492, 0.721021, 0.484178], [2.465093, 1.200072, -0.391996], [-1.780170, -0.109619, 1.609497], [-2.536991, -0.709452, 0.097782], [-1.790846, 0.900287, 0.128160], [-0.236620, -1.752347, 0.409402], [0.846991, -1.056458, -1.729035], [0.745155, 1.088653, -1.634878], [1.783675, 0.836908, 1.576882]], "atomic_forces_ev_per_a": [[-0.66, 0.09, 0.04], [-0.48, 0.31, 0.23], [2.74, 3.41, -0.69], [0.65, -1.46, 0.34], [0.43, 0.57, -0.57], [0.12, 0.14, 1.05], [-0.13, -0.01, -0.17], [-0.20, 0.11, 0.21], [0.00, -0.16, 0.15], [-0.46, -0.16, -0.48], [-0.19, 0.38, 0.03], [-2.27, -3.56, 0.02], [0.46, 0.33, -0.16]], "nbo_charge": [-0.62, -0.02, -0.26, -0.44, 0.50, -0.63, 0.22, 0.22, 0.23, 0.21, 0.20, 0.25, 0.14]}

---

(3)
{"formula": "C4H7NO", "method": "wB97M-V/def2-TZVPD", "orbital_gap_ev": 10.77, "lumo_ev": 1.046, "smiles": "O=CNC1CC1", "relative_energy_ev": 1.2606, "species": ["O", "C", "N", "C", "C", "C", "H", "H", "H", "H", "H", "H", "H"], "coordinates": [[2.906838, -1.431639, -0.235581], [1.915979, -0.798808, -0.534715], [1.017514, -0.295205, 0.357321], [-0.058722, 0.574615, -0.013180], [-1.287670, 0.566061, 0.845144], [-1.337014, -0.027586, -0.531755], [1.639013, -0.568895, -1.581947], [1.270989, -0.384546, 1.332342], [0.238111, 1.538098, -0.426977], [-1.306860, -0.115959, 1.690966], [-1.780964, 1.516732, 1.023836], [-1.878596, 0.502878, -1.309102], [-1.364903, -1.110511, -0.605422]], "atomic_forces_ev_per_a": [[-0.30, 0.20, -0.08], [0.02, -0.04, 0.07], [0.21, -0.10, 0.06], [0.00, 0.15, -0.06], [-0.05, 0.05, 0.17], [-0.08, -0.08, -0.17], [0.04, -0.07, 0.09], [-0.04, 0.04, -0.10], [-0.06, -0.17, 0.09], [0.04, 0.09, -0.16], [0.09, -0.17, -0.06], [0.11, -0.07, 0.13], [0.01, 0.18, 0.01]], "nbo_charge": [-0.60, 0.54, -0.63, -0.08, -0.42, -0.42, 0.11, 0.40, 0.20, 0.22, 0.22, 0.22, 0.23]}

---

(4)
{"formula": "C4H7NO", "method": "wB97M-V/def2-TZVPD", "orbital_gap_ev": 10.58, "lumo_ev": 0.995, "smiles": "O[C@H]1C[C@]12C=N2.[H][H]", "relative_energy_ev": 5.1282, "species": ["O", "C", "C", "C", "N", "C", "H", "H", "H", "H", "H", "H", "H"], "coordinates": [[1.512209, 1.059417, 0.183670], [0.831196, 0.133068, -0.604016], [0.972742, -1.371606, -0.309870], [-1.676477, -0.727971, 0.233114], [-1.023324, -0.405220, 1.261941], [-0.275536, -0.635193, -0.020220], [1.138864, 1.016821, 1.075180], [0.810973, 0.444983, -1.646154], [1.608263, -1.638201, 0.532676], [1.005613, -2.061784, -1.150569], [-2.701582, -0.939401, -0.049734], [-0.996481, 2.314267, 0.502537], [-1.206464, 2.810818, -0.008549]], "atomic_forces_ev_per_a": [[-0.03, -0.03, 0.25], [-0.13, -0.02, -0.27], [0.05, -0.17, 0.00], [0.12, 0.09, 0.34], [-0.29, -0.15, -0.30], [0.21, -0.01, -0.08], [0.09, 0.07, -0.11], [-0.03, -0.08, 0.16], [-0.08, 0.07, -0.11], [0.00, 0.12, 0.11], [0.13, 0.08, 0.03], [-0.05, 0.06, -0.05], [0.00, -0.01, 0.03]], "nbo_charge": [-0.69, 0.09, -0.47, 0.10, -0.30, -0.04, 0.48, 0.19, 0.23, 0.22, 0.22, -0.01, 0.00]}

---

(5)
{"formula": "C4H7NO", "method": "wB97M-V/def2-TZVPD", "orbital_gap_ev": 10.44, "lumo_ev": 0.937, "smiles": "CN1C[C@H]1C=O", "relative_energy_ev": 2.6848, "species": ["C", "N", "C", "C", "C", "O", "H", "H", "H", "H", "H", "H", "H"], "coordinates": [[0.084564, -1.440588, 0.819232], [0.474564, -0.378889, -0.100697], [1.079487, 0.906850, 0.232778], [-0.362155, 0.810392, -0.100361], [-0.931172, 0.722959, -1.469905], [-2.086331, 0.420397, -1.653012], [0.387530, -1.260231, 1.861481], [0.502409, -2.384702, 0.459108], [-1.005252, -1.526072, 0.752649], [1.318554, 1.173364, 1.273697], [1.811906, 1.273061, -0.489712], [-1.085179, 0.950865, 0.704686], [-0.188926, 0.732593, -2.289944]], "atomic_forces_ev_per_a": [[0.08, 0.04, 0.03], [0.38, 0.11, 0.47], [0.22, -0.22, -0.02], [-0.34, 0.08, -0.13], [-0.39, 0.01, -0.15], [0.28, 0.36, -0.07], [-0.10, -0.02, -0.19], [0.10, 0.14, 0.23], [0.17, -0.10, 0.20], [-0.25, -0.32, -0.37], [-0.22, -0.12, 0.12], [0.13, -0.11, -0.12], [-0.06, 0.16, -0.01]], "nbo_charge": [-0.42, -0.38, -0.24, -0.20, 0.44, -0.54, 0.19, 0.21, 0.21, 0.20, 0.21, 0.21, 0.12]}

---

(6)
{"formula": "C4H7NO", "method": "wB97M-V/def2-TZVPD", "orbital_gap_ev": 9.63, "lumo_ev": 0.476, "relative_energy_ev": 2.7562, "species": ["C", "C", "C", "O", "C", "N", "H", "H", "H", "H", "H", "H", "H"], "coordinates": [[0.062912, -1.005722, 1.511217], [-0.486454, -0.355213, 0.275753], [-0.498801, 0.961483, 0.076952], [-0.018493, 1.827774, 1.013321], [1.595582, -1.352830, -3.046189], [0.850276, -0.546101, -2.634286], [0.403371, -2.023963, 1.302615], [0.903138, -0.433423, 1.914226], [-0.698988, -1.065638, 2.297589], [-0.911470, -0.989891, -0.496365], [0.280169, 0.082242, -2.104391], [-0.897547, 1.411611, -0.833571], [-0.069245, 2.729095, 0.679940]], "atomic_forces_ev_per_a": [[0.06, -0.03, 0.08], [-0.06, 0.22, -0.03], [-0.15, -0.42, -0.16], [0.07, 0.23, 0.00], [-0.70, 0.75, 0.27], [0.79, -0.81, -0.42], [-0.04, 0.16, 0.01], [-0.12, -0.07, -0.04], [0.09, -0.01, -0.10], [0.00, 0.13, 0.09], [0.09, -0.03, 0.05], [-0.06, -0.03, 0.18], [0.03, -0.09, 0.06]], "nbo_charge": [-0.65, -0.27, 0.10, -0.68, 0.29, -0.75, 0.22, 0.23, 0.22, 0.21, 0.44, 0.16, 0.48]}

---

(7)
{"formula": "C4H7NO", "method": "wB97M-V/def2-TZVPD", "orbital_gap_ev": 10.79, "lumo_ev": 0.956, "smiles": "CC(=O)[C@H]1CN1", "relative_energy_ev": 4.0512, "species": ["C", "C", "O", "C", "C", "N", "H", "H", "H", "H", "H", "H", "H"], "coordinates": [[-0.843590, 1.283837, -0.852879], [0.165480, 0.957395, 0.416763], [0.187514, 1.555413, 1.463578], [0.801272, -0.353548, 0.054263], [0.818048, -1.560754, 0.845019], [-0.305834, -1.105510, -0.447887], [-1.682100, 0.675201, -1.287521], [-0.215695, 1.491277, -1.730332], [-1.306653, 2.173031, -0.468418], [1.599175, -0.326701, -0.688390], [0.188239, -1.706955, 1.710292], [1.720853, -2.203129, 0.846282], [-1.126710, -0.879557, 0.139228]], "atomic_forces_ev_per_a": [[0.46, 1.16, 0.81], [-1.46, -0.14, -0.73], [-0.02, -0.34, -1.23], [0.17, 1.15, 0.06], [-0.92, -0.01, -0.42], [1.33, -3.29, 1.19], [1.06, -0.17, 1.14], [0.00, 0.24, 0.33], [-0.24, 0.86, -0.37], [0.01, 0.35, 0.11], [0.15, 0.50, 0.16], [-1.08, -0.02, -0.85], [0.54, -0.29, -0.20]], "nbo_charge": [-0.76, 0.62, -0.51, -0.25, -0.25, -0.54, 0.25, 0.23, 0.22, 0.22, 0.21, 0.22, 0.34]}

---

(8)
{"formula": "C4H7NO", "method": "wB97M-V/def2-TZVPD", "orbital_gap_ev": 11.54, "lumo_ev": 0.717, "smiles": "N#CCCCO", "relative_energy_ev": 2.0675, "species": ["O", "C", "C", "C", "C", "N", "H", "H", "H", "H", "H", "H", "H"], "coordinates": [[1.975080, -0.459301, 0.926088], [1.235543, 0.467810, 0.016330], [0.063210, -0.424481, -0.366394], [-1.303971, -0.191307, 0.299269], [-2.187657, 0.756071, -0.394746], [-2.885444, 1.489340, -0.955034], [2.728175, -0.840232, 0.452949], [1.875072, 0.739558, -0.833775], [0.999450, 1.357587, 0.608753], [0.646364, -1.224071, 0.160147], [-0.045957, -0.621504, -1.438724], [-1.188833, 0.158485, 1.330865], [-1.846158, -1.141381, 0.355113]], "atomic_forces_ev_per_a": [[0.98, 1.50, -0.11], [0.75, -0.36, 0.53], [0.28, -0.48, 0.21], [0.09, -0.08, 0.09], [-0.39, 0.65, -0.57], [0.68, -0.69, 0.55], [-0.15, 0.29, 0.10], [-0.23, 0.01, 0.27], [0.01, -0.18, -0.16], [-2.25, -0.86, -1.02], [0.07, 0.14, 0.24], [0.07, -0.06, -0.11], [0.08, 0.11, -0.02]], "nbo_charge": [-0.75, -0.08, -0.47, -0.51, 0.29, -0.33, 0.47, 0.19, 0.19, 0.28, 0.22, 0.25, 0.25]}

---

(9)
{"formula": "C4H7NO", "method": "wB97M-V/def2-TZVPD", "orbital_gap_ev": 8.25, "lumo_ev": 0.624, "relative_energy_ev": 5.9786, "species": ["O", "C", "C", "N", "C", "C", "H", "H", "H", "H", "H", "H", "H"], "coordinates": [[1.737330, 0.835388, -1.130463], [0.901776, -0.199968, -1.006116], [0.209607, -1.153359, 0.898800], [-1.023790, -0.661003, 0.352903], [-1.028754, 0.786305, 0.395201], [-0.542879, 0.099126, -0.832136], [1.297586, 1.666440, -0.878797], [1.172181, -1.071721, -0.230245], [0.494970, -0.736868, 1.866389], [0.266041, -2.243927, 0.880879], [-0.315166, 1.283984, 1.054884], [-2.015234, 1.239937, 0.362735], [-1.153667, 0.155667, -1.734035]], "atomic_forces_ev_per_a": [[-0.06, 0.19, 0.04], [-0.23, -0.07, 0.18], [-0.04, -0.03, 0.17], [0.01, -0.14, 0.10], [-0.03, 0.25, 0.09], [-0.01, 0.05, -0.30], [0.11, -0.11, -0.05], [0.05, -0.07, -0.04], [-0.04, -0.02, -0.14], [0.07, 0.14, -0.07], [-0.07, -0.12, -0.11], [0.14, -0.08, -0.02], [0.11, 0.01, 0.16]], "nbo_charge": [-0.64, 0.12, -0.34, -0.39, -0.27, -0.20, 0.46, 0.22, 0.19, 0.21, 0.19, 0.21, 0.22]}

---

(10)
{"formula": "C4H7NO", "method": "wB97M-V/def2-TZVPD", "orbital_gap_ev": 10.53, "lumo_ev": 0.839, "smiles": "C#C[C@@H](O)CN", "relative_energy_ev": 3.1582, "species": ["C", "C", "C", "C", "H", "H", "H", "H", "H", "H", "H", "N", "O"], "coordinates": [[-1.197929, 0.167642, -0.331322], [0.079836, 0.579075, 0.376090], [1.132727, -0.404308, 0.096269], [1.893925, -1.293466, -0.157983], [-1.009482, -1.822988, 0.063965], [-2.548413, -1.309825, -0.314326], [-1.031953, 0.117985, -1.431836], [-1.996039, 0.888227, -0.128629], [-0.071701, 0.594762, 1.455810], [-0.274474, 2.431255, -0.191798], [2.669274, -1.994222, -0.283932], [-1.685070, -1.087206, 0.228647], [0.575865, 1.801449, -0.083514]], "atomic_forces_ev_per_a": [[-0.32, -0.37, -0.26], [0.45, -0.56, -0.18], [-0.23, -0.43, 0.04], [0.00, 0.42, 0.26], [-0.02, -0.13, -0.11], [0.99, -0.16, 0.83], [0.12, 0.22, 0.57], [0.23, 0.32, -0.07], [-0.25, 0.00, 0.16], [3.03, -1.98, 0.39], [0.23, -0.38, -0.18], [-1.23, -0.12, -0.78], [-3.00, 3.16, -0.66]], "nbo_charge": [-0.23, 0.01, 0.00, -0.24, 0.37, 0.36, 0.18, 0.19, 0.19, 0.47, 0.24, -0.83, -0.69]}